Record 1
Computed, not measured: C18H25NO4S in the gas phase, with ωB97M-V/def2-TZVPD.

The charge is 0. The energy above the lowest of the compared OMol25 structures with the same formula, charge and spin comes out at 30.3 kcal per mole. Its SMILES is CCOc1ccc(NS(=O)(=O)C[C@]23CC[C@H](CC2=O)C3(C)C)cc1. The HOMO energy is -7.7 eV.

```
49
C18H25NO4S ωB97M-V/def2-TZVPD
S -0.204 -0.124 -1.511
O 0.501 -1.236 -2.076
O -0.865 0.770 -2.417
O 6.340 0.770 -0.061
O -1.590 2.077 0.115
N 0.801 0.749 -0.512
C 4.272 1.852 -0.013
C -3.276 -0.355 2.238
C -1.397 -0.820 -0.306
C -4.944 0.272 -1.142
C -2.700 -0.069 -0.252
C -2.586 1.403 0.099
C -3.986 1.847 0.470
C -3.757 -0.521 0.795
C 4.984 0.665 -0.190
C 2.901 1.878 -0.143
C 7.082 -1.219 1.157
C 7.141 -0.390 -0.124
C 2.900 -0.470 -0.613
C 2.195 0.713 -0.444
C -4.243 -1.958 0.627
C -4.785 0.547 0.358
C -3.507 -0.071 -1.574
C 4.280 -0.494 -0.496
H -5.722 0.551 0.913
H -4.126 -0.377 2.916
H -3.991 2.272 1.474
H 4.788 -1.433 -0.649
H -5.633 -0.551 -1.323
H -4.332 2.625 -0.210
H 6.873 -1.001 -0.995
H 2.363 2.805 -0.007
H -3.438 -1.051 -2.045
H 6.073 -1.579 1.339
H -5.333 1.144 -1.666
H -3.091 0.652 -2.272
H -3.464 -2.653 0.930
H -0.872 -0.797 0.645
H 4.822 2.750 0.220
H 2.369 -1.372 -0.864
H -2.612 -1.174 2.507
H -2.734 0.573 2.390
H -4.523 -2.191 -0.394
H -1.540 -1.850 -0.626
H -5.110 -2.123 1.265
H 8.156 -0.010 -0.271
H 0.381 1.653 -0.338
H 7.386 -0.608 2.004
H 7.753 -2.069 1.075
```

=====

Record 2
Computed, not measured: C18H25O6 in the gas phase, with ωB97M-V/def2-TZVPD.

The charge is 0. The energy above the lowest of the compared OMol25 structures with the same formula, charge and spin comes out at 20.8 kcal per mole. The multiplicity is 2. The expectation value of S² is 0.754. The HOMO energy (spin up / spin down) is -6.9 / -9.0 eV.

```
49
C18H25O6 ωB97M-V/def2-TZVPD
O -1.179 2.211 -2.564
O -2.042 0.152 -0.148
O 1.371 0.606 4.101
O -2.142 2.364 0.082
O -0.850 0.704 4.576
O 1.054 1.961 -2.647
C 0.860 1.998 1.703
C 0.986 2.460 -3.985
C 0.385 -2.366 -0.868
C -0.107 1.718 2.579
C -3.515 2.101 0.395
C 0.775 0.116 -0.524
C -0.017 1.445 -0.564
C 0.238 0.976 3.804
C 0.645 2.534 0.322
C -0.511 0.004 5.765
C 1.892 -2.552 -0.683
C 0.087 -0.950 -1.191
C 2.427 -3.224 -1.717
C -0.443 -2.725 0.372
C 1.400 -3.595 -2.761
C -0.131 1.920 -2.013
C -1.472 1.234 -0.194
C 0.046 -3.266 -2.086
H -4.000 3.073 0.430
H -1.455 -0.155 6.281
H 0.931 -0.153 0.534
H -0.403 -4.192 -1.713
H 1.899 1.870 2.015
H 1.631 2.756 -0.110
H -0.041 -0.958 5.530
H 0.794 3.539 -3.959
H -3.578 1.601 1.370
H 0.009 3.433 0.296
H -1.506 -2.562 0.156
H 1.778 0.274 -0.968
H 1.442 -4.652 -3.057
H -0.161 -2.095 1.225
H -0.663 -2.786 -2.767
H 1.966 2.257 -4.416
H 2.400 -2.119 0.183
H 3.478 -3.480 -1.854
H -0.750 -0.733 -1.854
H -1.151 2.010 2.481
H 0.162 0.602 6.391
H -3.967 1.465 -0.372
H 1.519 -2.997 -3.679
H 0.194 1.952 -4.543
H -0.285 -3.774 0.643
```

=====

Record 3
Computed, not measured: a molecular structure, C18H26AsBeF5N4OS, with ωB97M-V/def2-TZVPD.

The charge is +2. The energy above the lowest of the compared OMol25 structures with the same formula, charge and spin comes out at 1.3 kcal per mole. The HOMO energy is -13.8 eV.

```
57
C18H26AsBeF5N4OS ωB97M-V/def2-TZVPD
As 0.840 3.084 1.913
S 2.298 0.552 -1.209
F -1.258 1.618 0.173
F -1.982 -3.745 0.158
F 0.434 -2.818 0.640
F -4.074 -2.074 -0.319
F -3.681 0.611 -0.260
O 1.455 1.523 1.696
N 0.100 0.559 -2.706
N 1.275 -3.777 3.510
N 2.421 -0.956 1.482
N 1.309 -1.391 -2.734
C -0.288 -0.521 0.481
C 1.142 -0.150 -2.300
C -2.270 0.482 -3.162
C -0.833 3.013 2.830
C -0.760 -0.469 -4.782
C 0.711 3.991 0.238
C 2.425 -2.917 3.027
C -0.568 -1.870 0.430
C -1.396 0.257 0.225
C 1.930 -1.495 2.754
C -3.347 0.132 -3.960
C -0.981 0.161 -3.565
C -2.876 -1.582 -0.059
C -3.140 -0.541 -5.158
C -1.848 -0.829 -5.570
C -2.667 -0.216 -0.029
C 2.084 4.001 3.016
C -1.807 -2.423 0.175
Be 1.313 0.298 0.748
H 2.156 -1.870 -2.485
H 2.196 -0.814 3.559
H 3.366 -0.585 1.558
H 0.870 -3.423 4.376
H -4.352 0.386 -3.642
H 0.534 -3.797 2.802
H 2.775 -3.393 2.115
H 3.212 -2.973 3.772
H 1.711 5.002 3.230
H -1.675 -1.311 -6.524
H -1.225 2.004 2.761
H -0.299 4.365 0.098
H -2.430 1.012 -2.228
H 0.243 -0.611 -5.171
H 0.841 -1.503 2.696
H -1.532 3.709 2.372
H 0.963 3.276 -0.542
H -0.669 3.289 3.870
H 2.200 3.445 3.943
H -0.002 1.444 -2.234
H -3.982 -0.820 -5.779
H 0.682 -1.816 -3.398
H 1.567 -4.740 3.682
H 2.430 -1.667 0.756
H 1.421 4.814 0.228
H 3.039 4.066 2.499
```

=====

Record 4
Computed, not measured: a molecular structure, C18H26BN8OTi, with ωB97M-V/def2-TZVPD.

The charge is +4. The multiplicity is 2. The expectation value of S² is 0.758. The HOMO energy (spin up / spin down) is -19.7 / -19.7 eV.

```
55
C18H26BN8OTi ωB97M-V/def2-TZVPD
Ti -1.001 0.794 -0.623
O -1.211 2.012 -1.740
N 0.785 -1.527 0.104
N -1.724 -1.837 0.119
N 0.670 -0.399 -0.712
N -0.619 -0.327 1.918
N -0.639 -2.889 2.004
N -2.039 -0.847 -0.750
N -1.053 0.842 1.284
N 0.411 -3.797 2.034
C 0.235 -4.716 2.911
C -3.403 -0.683 -2.942
C -1.438 3.269 2.056
C -0.647 1.281 3.469
C 3.325 8.165 -4.241
C -1.065 1.839 2.309
C 1.092 -5.861 3.253
C 2.138 0.930 -2.229
C 2.710 -1.325 -0.966
C 1.853 -0.256 -1.336
C -1.171 -4.540 3.438
C 1.993 -2.067 0.019
C -1.576 -3.396 2.792
C 3.785 7.335 -3.243
C -0.390 -0.069 3.211
C -3.124 -2.720 -1.413
C -2.355 -2.940 -0.244
C -2.856 -1.373 -1.744
B -0.526 -1.706 1.139
H -1.216 2.958 -2.015
H 2.691 0.800 -3.181
H 1.542 -5.576 4.316
H -0.606 3.911 2.245
H -3.148 0.329 -2.838
H 1.143 1.285 -2.571
H 4.382 7.608 -2.386
H -0.054 -0.825 3.925
H 1.889 -6.083 2.574
H -3.003 -1.080 -3.877
H -1.895 3.547 1.127
H -2.230 -3.853 0.290
H 3.364 6.268 -3.310
H -2.541 -2.863 2.881
H -0.548 1.791 4.498
H -3.717 -3.407 -2.046
H -2.194 3.531 2.810
H -1.632 -5.462 3.857
H 2.766 1.765 -1.715
H 3.752 -1.481 -1.183
H 4.512 7.392 -4.170
H 0.520 -6.780 3.192
H -4.461 -0.836 -3.066
H 3.631 9.131 -4.829
H 2.295 -2.923 0.593
H 2.595 7.663 -4.993
```

=====

Record 5
Computed, not measured: 6 unconnected molecules or ions with the total composition C18H26F4N2O14, with ωB97M-V/def2-TZVPD.

The charge is 0. The energy above the lowest of the compared OMol25 structures with the same formula, charge and spin comes out at 34.6 kcal per mole. Its SMILES is O=C1OC[C@@H](F)O1.O=C1OC[C@@H](F)O1.O=C1OC[C@@H](F)O1.O=C1OC[C@@H](F)O1.CNC(C)=O.CNC(C)=O. The HOMO energy is -9.8 eV.

```
64
C18H26F4N2O14 ωB97M-V/def2-TZVPD
F 1.723 -7.033 -1.149
F 4.881 1.490 2.727
F -1.307 -0.323 -1.185
F -2.785 0.475 -5.174
O 1.692 2.619 0.122
O 4.081 -1.367 2.386
O 4.647 -1.571 0.203
O 0.883 -1.882 -0.220
O 0.126 0.042 0.577
O 3.936 0.394 1.030
O 0.421 -7.156 0.665
O -4.848 1.236 1.990
O -0.250 -5.037 0.863
O 0.511 0.116 -5.949
O -0.664 -6.514 2.520
O 0.703 1.747 -7.490
O -1.332 0.982 -6.832
O 0.392 -1.727 1.961
N 0.389 4.364 -0.379
N -2.733 0.824 2.672
C 3.371 -0.363 3.091
C 3.716 0.901 2.311
C -0.223 -6.259 1.445
C 0.407 3.540 1.937
C 0.019 1.025 -6.853
C 4.257 -0.938 1.124
C -0.039 0.097 -0.818
C -2.747 -0.558 2.291
C -0.561 -0.439 -5.197
C 0.566 -6.556 -0.630
C 0.659 -5.081 -0.238
C -1.802 -0.026 -5.978
C -0.529 5.436 -0.113
C 0.900 3.481 0.512
C -3.799 2.913 3.329
C 0.483 -1.250 0.879
C 0.980 -0.951 -1.265
C -3.872 1.580 2.623
H 1.696 -4.815 -0.047
H -2.249 -0.830 -6.568
H -3.161 3.552 2.710
H 1.102 2.994 2.568
H 1.009 -1.255 -2.305
H -0.122 6.445 -0.034
H -0.618 3.220 2.107
H 1.929 -0.391 -1.173
H 2.303 -0.548 2.910
H -4.757 3.346 3.576
H -0.473 -1.512 -5.044
H -2.040 1.119 3.339
H 0.106 1.076 -1.262
H 3.455 -0.287 4.171
H 2.888 1.602 2.373
H 0.460 4.594 2.233
H -2.251 -1.300 2.921
H -1.229 5.248 0.700
H -1.239 5.482 -0.950
H -2.385 -0.729 1.277
H -3.187 2.815 4.234
H 0.268 -4.497 -1.071
H 0.778 4.201 -1.296
H -0.279 -6.812 -1.270
H -3.743 -1.009 2.334
H -0.515 0.059 -4.224
```

=====

Record 6
Computed, not measured: a gas-phase ion, C18H26FN2O (charge +1), with ωB97M-V/def2-TZVPD.

The charge is +1. The energy above the lowest of the compared OMol25 structures with the same formula, charge and spin comes out at 4.4 kcal per mole. Its SMILES is C[C@H]1CCC[C@@H]([NH+]2CCN(C(=O)c3cccc(F)c3)CC2)C1. The HOMO energy is -12.2 eV.

```
48
C18H26FN2O ωB97M-V/def2-TZVPD
F -3.206 -2.270 -1.674
O -1.304 -0.256 3.275
N 0.414 -0.771 1.926
N 1.125 0.965 0.232
C -3.421 -3.638 0.240
C 1.734 3.394 -3.321
C -3.090 -3.863 1.566
C 1.332 2.088 -0.753
C -1.726 -1.882 1.590
C 2.864 3.314 -2.295
C -0.886 -0.912 2.351
C -2.063 -1.635 0.263
C 1.940 1.068 1.466
C 4.227 3.306 -2.978
C 2.691 2.049 -1.438
C -2.905 -2.519 -0.388
C 0.212 2.115 -1.789
C -2.254 -2.990 2.242
C 1.272 -0.403 -0.322
C 1.268 0.214 2.558
C 0.367 3.374 -2.645
C 1.042 -1.431 0.815
H 2.946 0.711 1.245
H 0.146 1.042 0.543
H 0.420 -2.256 0.466
H 2.807 4.190 -1.639
H 2.275 -0.509 -0.735
H 2.767 1.183 -2.098
H -1.721 -0.757 -0.263
H 2.028 -0.274 3.176
H 0.252 4.259 -2.018
H 1.998 -1.846 1.149
H 5.029 3.264 -2.245
H 0.630 0.813 3.214
H -3.494 -4.721 2.078
H 4.355 4.208 -3.569
H 4.320 2.450 -3.642
H 0.545 -0.539 -1.123
H -0.420 3.396 -3.398
H -2.008 -3.160 3.278
H 1.814 2.554 -4.013
H 2.003 2.110 1.781
H 3.498 2.004 -0.705
H 0.269 1.244 -2.443
H 1.837 4.310 -3.902
H -0.766 2.123 -1.300
H 1.268 3.007 -0.159
H -4.074 -4.302 -0.301
```

=====

Record 7
Computed, not measured: a molecular structure, C18H26I2N4O6PdSi2, with ωB97M-V/def2-TZVPD.

The charge is 0. The energy above the lowest of the compared OMol25 structures with the same formula, charge and spin comes out at 12.7 kcal per mole. The multiplicity is 5. The expectation value of S² is 6.031. The HOMO energy (spin up / spin down) is -5.1 / -8.5 eV.

```
59
C18H26I2N4O6PdSi2 ωB97M-V/def2-TZVPD
I 0.092 -4.632 -0.989
I 3.502 -3.864 -1.395
Pd 0.873 -2.169 0.386
Si 3.025 0.336 0.501
Si 0.265 0.509 2.201
O 0.546 2.249 -0.164
O -5.131 2.243 -4.305
O -0.994 1.056 0.959
O -6.530 1.304 -2.925
O -1.256 -1.820 0.253
O 0.108 -1.010 -1.268
N 4.397 -0.836 0.874
N 1.970 -3.954 1.974
N -5.386 1.459 -3.377
N 4.131 -2.780 2.327
C 2.075 -5.370 -0.957
C 0.628 2.132 3.034
C 3.689 1.967 1.109
C 1.630 -0.405 1.445
C 0.858 3.038 -1.325
C -3.018 0.883 -3.304
C -3.555 -0.833 -1.152
C 2.987 -3.427 2.148
C -4.334 0.727 -2.808
C -2.212 -0.632 -1.583
C -0.746 -0.574 3.315
C -0.764 2.030 -0.036
C 4.279 -1.778 1.572
C -1.109 -1.174 -0.870
C -1.989 0.209 -2.713
C -4.590 -0.170 -1.743
C 2.919 0.259 -1.348
C -2.425 0.937 1.287
H 2.271 -5.721 0.048
H 1.940 3.118 -1.360
H 4.652 2.184 0.643
H 1.250 1.948 3.915
H -1.171 -1.418 2.769
H -0.980 0.307 -3.094
H -3.744 -1.521 -0.336
H -2.985 1.241 0.409
H 0.491 2.537 -2.221
H 3.003 2.781 0.867
H 1.160 2.825 2.385
H 1.959 0.627 -1.703
H -5.612 -0.312 -1.423
H 2.170 -6.154 -1.697
H -0.059 -0.979 4.064
H -2.604 -0.111 1.493
H 3.828 1.959 2.192
H -1.536 -0.046 3.849
H 2.983 -0.778 -1.681
H 2.066 -0.828 2.369
H 0.408 4.025 -1.232
H 3.732 0.823 -1.812
H -2.632 1.584 2.136
H -0.290 2.613 3.378
H -1.371 1.861 -0.927
H -2.861 1.531 -4.154
```

=====

Record 8
Computed, not measured: a molecular structure, C18H26N2O2S2Zr, with ωB97M-V/def2-TZVPD.

The charge is +4. The energy above the lowest of the compared OMol25 structures with the same formula, charge and spin comes out at 2.2 kcal per mole. The HOMO energy is -20.8 eV.

```
51
C18H26N2O2S2Zr ωB97M-V/def2-TZVPD
Zr 0.566 0.861 1.147
S -1.775 -0.803 -0.846
S 3.436 -0.420 -0.037
O 2.367 0.730 0.283
O -1.020 0.149 0.368
N 0.306 1.978 3.133
N 0.424 3.088 0.579
C 3.019 -3.021 0.779
C 1.996 -1.990 -2.061
C 0.598 -1.933 -1.439
C 0.598 3.464 2.988
C -5.376 0.316 -1.843
C -5.150 1.297 -2.803
C 3.019 -0.895 -1.749
C -3.000 0.110 -1.582
C 2.742 -1.697 1.014
C -0.330 -0.827 -1.959
C -3.850 1.694 -3.157
C -2.765 1.109 -2.552
C 2.387 -3.997 1.568
C -4.303 -0.290 -1.219
C -0.072 3.947 1.723
C 1.900 -1.297 2.087
C 1.491 -3.640 2.562
C 1.289 -2.296 2.858
H 0.237 3.999 3.866
H 1.012 -4.404 3.161
H 0.116 -2.889 -1.651
H 0.672 -1.883 -0.347
H -6.386 0.018 -1.596
H -0.683 -1.032 -2.970
H 0.101 0.177 -1.930
H 2.126 -0.366 2.625
H 1.682 3.590 2.943
H 1.917 -1.993 -3.153
H -0.164 3.275 -0.237
H 0.866 1.633 3.920
H -4.463 -1.074 -0.487
H -1.761 1.388 -2.843
H 2.424 -2.960 -1.814
H 0.152 4.996 1.533
H 1.351 3.433 0.306
H 3.995 -1.167 -2.165
H 2.613 -5.042 1.389
H -5.995 1.758 -3.299
H -3.707 2.448 -3.920
H 3.713 -3.327 0.005
H -1.157 3.840 1.778
H -0.657 1.893 3.480
H 2.777 0.082 -2.180
H 0.718 -2.027 3.740
```

=====

Record 9
Computed, not measured: a molecular structure, C18H26N3PtSi, with ωB97M-V/def2-TZVPD.

The charge is +1. The energy above the lowest of the compared OMol25 structures with the same formula, charge and spin comes out at 0.0 kcal per mole. The HOMO energy is -10.9 eV.

```
49
C18H26N3PtSi ωB97M-V/def2-TZVPD
Pt -0.323 -0.471 0.012
Si -0.652 0.320 2.127
N -0.708 1.093 -1.378
N 0.574 -1.362 -1.898
N -2.330 -1.318 -1.629
C 1.756 3.671 2.412
C 0.201 0.991 -2.563
C 0.492 -1.134 1.983
C 1.922 -1.081 2.042
C 2.683 -2.097 1.542
C -0.104 -2.252 1.337
C 1.184 2.480 1.991
C -0.308 -2.037 -2.874
C 1.218 -0.142 -2.424
C -2.146 1.154 -1.749
C -0.418 2.610 3.776
C -1.668 -2.424 -2.314
C 0.092 1.928 2.668
C 0.716 -3.301 0.821
C -2.652 -0.128 -2.400
C 1.239 4.332 3.518
C 0.151 3.803 4.199
C 2.074 -3.217 0.915
H 2.392 -0.230 2.520
H -1.544 -3.227 -1.585
H -0.494 1.948 -0.876
H 1.684 5.261 3.849
H 1.595 1.965 1.127
H 1.287 -2.006 -1.574
H 2.604 4.084 1.881
H -3.111 -1.644 -1.080
H -2.319 1.993 -2.431
H -1.914 0.043 2.846
H -2.245 -0.227 -3.409
H 0.249 -4.176 0.384
H 0.176 -2.935 -3.262
H 0.726 1.936 -2.705
H -0.436 -1.374 -3.732
H -3.730 -0.012 -2.537
H 3.761 -2.059 1.627
H 1.690 -0.315 -3.398
H -1.166 -2.447 1.461
H -2.260 -2.830 -3.145
H 2.695 -4.022 0.543
H -0.415 0.844 -3.449
H -1.268 2.208 4.315
H 1.998 0.140 -1.717
H -2.694 1.344 -0.827
H -0.252 4.319 5.060
```

=====

Per-record total energy, eV: -39586.848 -31354.149 -112747.813 -56806.728 -61603.337 -26827.867 -72763.592 -49073.419 -34677.538
Per-record strongest force on any atom, eV/Å: 0.968 2.215 0.356 4.578 3.018 0.788 0.194 0.666 0.299